Formula: C21H16N4O3
Source: the Open Molecules 2025 dataset
Level of theory: the ωB97M-V functional and the def2-TZVPD basis

Structure (XYZ):
```
44
C21H16N4O3 (the ωB97M-V functional and the def2-TZVPD basis)
C -5.894 2.125 5.413
C -4.675 1.662 5.831
N -4.063 1.104 4.695
C -4.861 1.285 3.552
C -4.453 0.868 2.211
C -5.332 0.908 1.146
C -4.876 0.467 -0.083
N -3.653 -0.073 -0.183
C -2.848 -0.012 0.870
N -1.546 -0.432 0.934
C -0.674 -0.596 -0.118
C 0.581 0.000 0.039
C 1.530 -0.089 -1.001
C 1.241 -0.767 -2.203
O 2.114 -0.898 -3.284
C 3.439 -1.006 -3.004
C 3.844 -1.877 -2.003
C 5.195 -1.980 -1.633
C 6.138 -1.156 -2.310
C 5.732 -0.351 -3.355
C 4.396 -0.286 -3.738
O 6.723 0.361 -3.896
C 7.909 -0.021 -3.131
O 7.467 -0.983 -2.175
C -0.016 -1.349 -2.327
C -0.978 -1.236 -1.322
N -3.204 0.432 2.039
C -6.058 1.826 3.994
H -6.630 2.565 6.051
H -4.291 1.742 6.829
H -3.126 0.710 4.661
H -6.321 1.339 1.293
H -5.535 0.541 -0.937
H -1.173 -0.067 1.798
H 0.826 0.560 0.948
H 2.481 0.452 -0.937
H 3.125 -2.441 -1.415
H 5.534 -2.646 -0.857
H 4.008 0.370 -4.535
H 8.685 -0.456 -3.772
H 8.339 0.874 -2.667
H -0.296 -1.853 -3.232
H -1.924 -1.670 -1.547
H -6.877 2.054 3.362
```

Calculated values
- F_max: 3.08 eV/A
- E: -34138.388 eV
- Gap between HOMO and LUMO: 7.9 eV

Formula: C21H16O6S4Sn
Source: the Open Molecules 2025 dataset
Level of theory: the ωB97M-V functional and the def2-TZVPD basis

Structure (XYZ):
```
48
C21H16O6S4Sn (the ωB97M-V functional and the def2-TZVPD basis)
Sn -0.120 1.009 0.426
O -1.375 2.028 -4.586
C -1.220 1.557 -3.350
O -0.172 1.143 -2.924
C -2.516 1.630 -2.576
O -2.427 1.139 -1.263
C -3.053 -0.130 -1.049
C -2.066 -1.252 -0.674
O -2.304 -2.385 -1.035
O -1.103 -0.903 0.120
H -0.540 1.977 -5.069
H -3.272 1.101 -3.161
H -2.811 2.682 -2.526
H -3.620 -0.433 -1.927
H -3.731 -0.026 -0.199
O -0.774 3.565 6.902
C -0.716 3.088 5.809
S 0.183 1.609 5.414
C -0.291 1.509 3.732
C -1.062 2.548 3.245
S -1.660 2.711 1.649
S -1.510 3.795 4.383
S 0.174 0.106 2.882
C 1.358 -7.064 1.750
C 0.144 -6.423 1.948
C 0.069 -5.041 1.879
C 1.212 -4.288 1.622
C 2.431 -4.937 1.427
C 2.499 -6.318 1.486
C 1.107 -2.821 1.583
C 2.027 -1.916 1.500
C 3.012 -0.973 1.341
C 3.238 -0.392 0.063
C 4.173 0.611 -0.085
C 4.918 1.050 1.007
C 4.725 0.473 2.264
C 3.787 -0.518 2.442
H 1.414 -8.144 1.792
H -0.745 -7.002 2.163
H -0.879 -4.538 2.024
H 3.322 -4.354 1.230
H 3.447 -6.819 1.333
H 0.080 -2.442 1.637
H 2.661 -0.748 -0.781
H 4.336 1.056 -1.058
H 5.649 1.838 0.886
H 5.317 0.807 3.106
H 3.608 -0.950 3.418
```

Calculated values
- F_max: 1.04 eV/A
- E: -83492.901 eV
- Gap between HOMO and LUMO (alpha / beta): 7.7 / 4.2 eV

Formula: C21H17AsClF12N3O4PtS2
Source: the Open Molecules 2025 dataset
Level of theory: the ωB97M-V functional and the def2-TZVPD basis

Structure (XYZ):
```
62
C21H17AsClF12N3O4PtS2 (the ωB97M-V functional and the def2-TZVPD basis)
Pt -0.147 0.481 1.104
C -0.608 3.409 1.826
N -0.935 2.009 2.141
C -1.518 1.669 3.252
C -1.624 0.301 3.523
C -2.026 -0.541 4.552
C -1.673 -1.837 4.162
C -1.056 -1.757 2.915
N -1.048 -0.470 2.530
C 0.875 3.584 1.629
C 1.373 4.023 0.411
C 2.741 4.164 0.227
C 3.614 3.852 1.257
C 3.121 3.412 2.479
C 1.755 3.288 2.667
H -0.967 3.999 2.673
H -1.160 3.715 0.939
H -1.870 2.449 3.919
H -2.511 -0.247 5.468
H -1.831 -2.743 4.721
H -0.587 -2.531 2.332
H 0.687 4.259 -0.394
H 3.125 4.513 -0.723
H 4.681 3.952 1.111
H 3.801 3.169 3.284
H 1.374 2.942 3.622
F 1.101 2.877 -2.731
C 1.548 1.681 -3.078
F 2.866 1.689 -3.141
F 1.040 1.337 -4.251
S 1.022 0.417 -1.820
O 1.134 1.150 -0.548
O 1.842 -0.729 -2.037
N -0.477 0.038 -2.123
S -1.663 1.034 -1.805
O -1.633 1.482 -0.404
O -1.929 2.035 -2.778
C -3.043 -0.189 -1.863
F -2.993 -0.905 -2.981
F -4.190 0.456 -1.794
F -2.935 -1.020 -0.819
F 1.051 -1.173 0.801
As 2.763 -1.376 1.865
F 3.352 -0.148 0.839
F 3.119 -2.550 0.680
F 4.158 -1.530 2.793
F 1.849 -2.545 2.724
F 2.011 -0.146 2.830
Cl -3.251 -4.155 -0.985
C -2.249 -3.952 -2.346
C -2.698 -4.335 -3.584
C -1.860 -4.182 -4.689
C -0.564 -3.659 -4.595
C -0.099 -3.276 -3.372
C -0.928 -3.396 -2.204
C -0.444 -2.919 -1.028
H -3.688 -4.753 -3.700
H -2.235 -4.487 -5.659
H 0.046 -3.561 -5.482
H 0.886 -2.844 -3.243
H 0.564 -2.526 -0.965
H -1.056 -2.907 -0.134
```

Calculated values
- F_max: 0.87 eV/A
- E: -165593.719 eV
- Spin multiplicity: 2
- Gap between HOMO and LUMO (alpha / beta): 5.4 / 5.4 eV
- Charge: +1

Formula: C21H17BCl2IMgN5O3S
Source: the Open Molecules 2025 dataset
Level of theory: the ωB97M-V functional and the def2-TZVPD basis

Structure (XYZ):
```
52
C21H17BCl2IMgN5O3S (the ωB97M-V functional and the def2-TZVPD basis)
Mg -0.690 -0.497 -0.654
N -1.579 -3.629 -3.828
C -1.117 -2.957 -2.691
S 0.213 -1.870 -2.904
N -1.729 -3.268 -1.589
N -1.238 -2.574 -0.490
C -1.210 -3.230 0.604
C -0.659 -2.742 1.859
C -0.906 -3.498 3.008
C -0.388 -3.162 4.243
C 0.423 -2.025 4.328
C 0.704 -1.268 3.214
C 0.182 -1.586 1.929
O 0.494 -0.871 0.907
H -1.399 -3.104 -4.668
H -2.538 -3.930 -3.725
H -1.597 -4.253 0.595
H -1.536 -4.378 2.909
H -0.608 -3.757 5.120
H 0.834 -1.727 5.287
H 1.322 -0.381 3.290
Cl 0.050 4.192 -6.335
C 0.115 3.255 -4.854
C 1.252 3.333 -4.046
C 1.314 2.614 -2.884
Cl 2.749 2.724 -1.912
C 0.254 1.754 -2.422
O 0.345 1.127 -1.330
C -0.875 1.702 -3.305
C -2.029 0.867 -3.029
O -2.180 0.084 -2.112
C -0.929 2.452 -4.486
H 2.086 3.958 -4.335
H -2.850 0.978 -3.764
H -1.811 2.381 -5.112
I 4.357 3.656 4.573
C 3.764 2.311 3.040
C 4.512 1.163 2.857
C 4.108 0.312 1.833
C 3.003 0.642 1.074
C 2.327 1.818 1.373
N 2.709 2.656 2.341
H 5.364 0.945 3.484
H 4.651 -0.607 1.647
H 2.618 0.007 0.292
H 1.454 2.096 0.796
B -4.297 1.626 1.890
C -3.082 0.895 1.170
N -2.198 0.370 0.646
H -4.160 2.825 1.727
H -5.328 1.233 1.371
H -4.267 1.338 3.072
```

Calculated values
- F_max: 0.16 eV/A
- E: -85754.491 eV
- Gap between HOMO and LUMO: 5.7 eV
- Charge: -2

Formula: C21H17Cl2N3O2SSeTeTi
Source: the Open Molecules 2025 dataset
Level of theory: the ωB97M-V functional and the def2-TZVPD basis

Structure (XYZ):
```
49
C21H17Cl2N3O2SSeTeTi (the ωB97M-V functional and the def2-TZVPD basis)
Ti -0.464 0.038 1.031
O 4.322 -5.559 3.028
C 4.920 -4.498 2.426
O 6.118 -4.474 2.333
C 4.016 -3.425 1.932
C 2.658 -3.620 1.679
C 1.863 -2.584 1.237
C 2.398 -1.307 1.043
C 3.765 -1.119 1.273
C 4.558 -2.165 1.709
N 1.530 -0.301 0.585
C 2.054 0.829 0.060
C 1.215 1.742 -0.609
C 1.691 2.917 -1.234
C 0.805 3.730 -1.885
C -0.557 3.386 -1.919
C -0.956 2.232 -1.287
N -0.103 1.415 -0.660
H 3.379 -5.378 3.127
H 2.199 -4.598 1.786
H 0.814 -2.745 1.035
H 4.232 -0.154 1.143
H 5.613 -2.013 1.894
H 3.114 1.042 0.080
H 2.746 3.152 -1.188
H 1.153 4.633 -2.371
H -1.289 4.013 -2.408
H -1.995 1.923 -1.261
Cl 1.708 -3.175 -1.882
C 0.863 -2.442 -3.250
Cl 0.552 -0.721 -3.015
H -0.092 -2.938 -3.373
H 1.495 -2.554 -4.123
Se -0.783 -1.141 2.955
Te -2.216 -1.230 -0.564
C -3.647 -1.980 0.795
C -3.531 -3.257 1.337
C -4.491 -3.737 2.213
C -5.579 -2.946 2.562
C -5.694 -1.670 2.032
C -4.734 -1.189 1.149
H -2.670 -3.865 1.091
H -4.384 -4.728 2.637
H -6.325 -3.319 3.253
H -6.526 -1.036 2.313
H -4.815 -0.181 0.761
S -3.715 3.082 1.827
C -2.302 2.302 1.781
N -1.266 1.745 1.725
```

Calculated values
- F_max: 1.84 eV/A
- E: -162258.155 eV
- Spin multiplicity: 2
- Gap between HOMO and LUMO (alpha / beta): 6.4 / 6.1 eV
- Charge: -1

Formula: C21H17F4
Source: the Open Molecules 2025 dataset
Level of theory: the ωB97M-V functional and the def2-TZVPD basis

Structure (XYZ):
```
42
C21H17F4 (the ωB97M-V functional and the def2-TZVPD basis)
F -2.846 -2.400 3.888
C -1.598 -1.884 3.608
C -0.576 -2.114 4.525
C 0.642 -1.526 4.201
F 1.725 -1.796 5.012
C 0.835 -0.726 3.086
C -0.199 -0.550 2.152
C 0.156 0.352 0.929
C -0.996 1.192 0.339
C -0.572 2.260 -0.467
C -1.480 3.026 -1.178
F -0.994 4.002 -2.032
C -2.859 2.831 -1.074
C -3.271 1.876 -0.143
F -4.630 1.670 0.031
C -2.379 1.117 0.619
C -1.427 -1.172 2.420
H -0.719 -2.732 5.408
H 1.781 -0.200 2.948
H 0.753 1.144 1.412
H 0.492 2.500 -0.504
H -3.568 3.404 -1.666
H -2.770 0.528 1.444
H -2.282 -1.100 1.740
C 2.922 1.368 -0.878
C 1.817 0.415 -1.213
C 1.066 -0.338 -0.101
C 0.413 -1.579 -0.652
C 0.359 -1.882 -1.990
C 1.007 -1.100 -2.971
C 0.929 -1.473 -4.430
C 1.749 -0.004 -2.530
H 3.267 1.834 -1.812
H 2.629 2.177 -0.200
H 3.800 0.859 -0.441
H 1.925 -0.720 0.476
H -0.007 -2.285 0.072
H -0.195 -2.756 -2.325
H 1.438 -0.740 -5.060
H 1.396 -2.439 -4.654
H -0.119 -1.551 -4.738
H 2.387 0.512 -3.254
```

Calculated values
- F_max: 2.48 eV/A
- E: -32914.385 eV
- Gap between HOMO and LUMO: 6.5 eV
- Charge: +1